Entry 1:
Density functional theory data (ωB97M-V/def2-TZVPD) for a cluster of 2 separate species, C5H12N in total in a non-equilibrium geometry.

Geometry as XYZ:
```
18
Properties=species:S:1:pos:R:3:forces:R:3:nbo_charge:R:1
C -1.6218 -0.9772 0.2829 -0.2 0.5 0.9 -0.655
C -1.0910 0.4116 0.6067 -0.3 -0.6 -1.0 -0.242
C -0.7359 1.2414 -0.3780 0.4 0.5 0.9 -0.178
C -0.1246 2.6061 -0.1926 0.2 0.1 -0.1 -0.656
H -1.7276 -1.1916 -0.7798 0.1 0.2 -0.1 0.222
H -0.9561 -1.7086 0.7463 -0.3 -0.4 0.0 0.178
H -2.5970 -1.1409 0.7464 0.0 0.0 0.0 0.256
H -1.0286 0.6796 1.6607 0.1 0.1 -0.2 0.220
H -0.9016 0.9242 -1.4039 0.0 0.0 -0.1 0.199
H -0.0536 2.9699 0.8344 -0.3 -0.4 0.1 0.228
H 0.9112 2.6082 -0.5543 -0.2 0.0 -0.2 0.221
H -0.6786 3.3508 -0.7664 0.1 0.0 0.0 0.241
C 2.2713 -1.9758 -0.3525 0.3 0.1 0.4 0.153
N 1.2804 -1.3271 0.0974 -0.3 0.3 -0.5 -0.577
H 3.0612 -2.3117 0.3120 -0.3 -0.3 0.1 0.238
H 2.3525 -2.1598 -1.4160 0.0 0.2 -0.1 0.236
H 0.6233 -0.8301 -0.5106 -0.1 -0.2 -0.1 0.463
H 1.0168 -1.1691 1.0672 0.7 0.0 0.2 0.453
```
Forces are in eV/Å.

Values from the calculation:
Orbital gap: 7.79 eV
Net charge: +1
ΔE to the lowest compared entry with this formula, charge and spin: 48.72 kcal per mole
LUMO: -5.5 eV

***

Entry 2:
Density functional theory data (ωB97M-V/def2-TZVPD) for a cluster of 9 separate species, C5H32N3O8 in total in a non-equilibrium geometry.

Geometry as XYZ:
```
48
Properties=species:S:1:pos:R:3:forces:R:3:nbo_charge:R:1
N -3.4724 0.8681 -0.1547 0.4 1.3 1.2 -0.734
C -2.4034 1.9234 -0.7546 -4.5 -2.0 -2.5 -0.218
C -1.0757 1.2690 -0.8415 1.0 5.8 5.3 -0.281
N -0.7440 0.7434 0.5612 0.4 -6.3 -6.7 -0.648
C 0.4482 -0.2528 0.3713 -1.1 1.1 1.5 -0.237
C 0.9497 -0.9572 1.6822 -0.1 2.7 0.2 -0.246
N 2.2188 -0.4012 2.2800 0.3 -3.2 0.1 -0.639
C 3.4937 -0.8142 1.6028 -0.4 1.0 0.2 -0.440
H -3.0999 0.5491 0.7822 -0.1 0.0 -1.4 0.455
H -4.3117 1.4108 0.0579 0.0 -0.2 0.0 0.413
H -3.7776 0.0449 -0.7312 0.9 0.0 0.0 0.483
H -2.9421 2.2267 -1.7036 1.2 -1.3 -0.2 0.230
H -2.7242 2.8768 -0.3904 1.2 0.5 2.2 0.238
H -0.8261 0.7879 -1.6891 0.3 -3.0 -2.3 0.250
H -0.4535 2.2165 -1.0323 -0.1 -1.1 0.3 0.226
H -0.6464 1.3845 1.2131 1.0 4.2 3.2 0.361
H 0.0982 -0.9939 -0.3200 -0.5 -0.4 -0.1 0.202
H 1.2426 0.2241 -0.1889 0.5 0.4 0.3 0.193
H 0.3660 -0.6747 2.5532 -1.4 -0.4 -0.4 0.188
H 0.8394 -2.0069 1.5444 0.6 -1.1 0.0 0.198
H 2.3242 -1.0383 3.1387 -0.5 1.7 -1.0 0.356
H 3.6138 -1.9377 1.5116 0.1 1.3 0.2 0.190
H 4.1554 -0.2827 2.3296 0.6 -1.1 -1.1 0.215
H 3.5689 -0.3359 0.6003 0.1 -0.4 0.7 0.198
H 0.8770 2.6107 3.5700 -1.2 -1.1 -1.3 0.509
H 0.4491 1.2470 2.8341 0.5 0.2 0.5 0.496
O 0.3082 2.2047 2.8443 0.0 0.7 1.8 -0.970
H -1.8185 -2.9149 0.2082 0.2 0.8 -0.1 0.496
H -2.6113 -3.2170 1.3682 -0.1 0.7 0.5 0.479
O -2.2357 -2.4166 0.9510 -0.2 -1.8 -0.4 -0.959
H 1.9997 -2.7876 -2.3787 -0.3 -0.7 0.5 0.486
H 1.3102 -1.5022 -2.5261 -1.2 -1.9 1.3 0.518
O 1.1399 -2.4450 -2.0851 1.8 3.0 -1.8 -1.009
H 1.8215 0.6607 -3.9640 -0.5 -0.5 1.5 0.493
H 1.8092 0.8771 -2.4481 1.7 2.9 3.0 0.500
O 1.4744 0.3405 -3.0891 -1.3 -2.6 -4.3 -0.978
H 2.1976 2.5802 -0.3123 0.1 -0.5 -0.2 0.510
H 2.0524 3.3631 -1.6039 0.1 -2.1 0.3 0.481
O 2.0908 2.4024 -1.2834 -0.1 2.5 -0.2 -1.020
H 2.6949 2.2516 1.8696 0.2 -0.4 0.2 0.485
H 1.2973 2.7689 1.6451 -1.5 -0.3 0.6 0.490
O 2.1862 2.8870 1.3707 2.1 0.9 -1.5 -0.967
H -1.3163 -3.7488 -2.3268 0.2 -0.2 -0.1 0.490
H -0.4992 -2.8323 -1.4259 0.8 0.1 -0.5 0.506
O -1.3956 -3.0857 -1.6413 -0.9 -0.2 0.5 -0.992
H -3.3393 -2.1963 -0.5087 -0.2 0.3 -1.7 0.517
H -3.6179 -2.1436 -2.1757 0.5 -0.5 0.6 0.506
O -3.7166 -1.7332 -1.3139 -0.7 1.0 1.3 -1.021
```
Forces are in eV/Å.

Values from the calculation:
Orbital gap: 9.75 eV
Net charge: +1
ΔE to the lowest compared entry with this formula, charge and spin: 66.33 kcal per mole
LUMO: -2.4 eV

***

Entry 3:
Density functional theory data (ωB97M-V/def2-TZVPD) for an isolated molecule of C10H20N2OS in a non-equilibrium geometry.

Geometry as XYZ:
```
34
Properties=species:S:1:pos:R:3:forces:R:3:nbo_charge:R:1
C -3.3256 -0.2754 -0.7468 0.4 0.6 1.1 -0.413
C -3.0271 -1.6868 -0.2192 0.2 -0.6 0.7 -0.397
C -2.0325 0.2764 -1.2886 1.0 3.0 -2.5 -0.400
C -1.8730 -1.7168 0.8625 1.3 0.7 -2.6 -0.410
C 0.3112 1.2147 -0.7355 -0.5 0.2 -3.6 -0.210
C 0.4063 -0.6316 1.4701 2.5 1.3 -4.1 -0.199
C -0.9815 0.5790 -0.1930 0.3 -2.1 -0.2 -0.263
C -0.6339 -0.8414 0.3170 -0.5 1.1 4.1 -0.241
C 1.4994 2.5475 1.0076 2.8 -2.1 -1.8 -0.426
C 4.1254 -0.1081 -0.5170 1.2 0.3 -1.8 -0.863
N 1.4837 1.3118 0.0673 0.3 1.2 1.2 -0.333
N 1.8322 0.0974 0.6424 -2.6 -0.7 2.4 -0.514
O 2.6712 -2.1889 0.3504 0.2 -0.3 -0.2 -0.976
S 2.5384 -0.9788 -0.4745 0.3 0.9 0.9 1.411
H -4.1566 -0.3311 -1.4633 0.4 0.2 0.0 0.219
H -3.6147 0.4603 0.0961 0.0 -1.4 -1.0 0.197
H -3.9969 -1.9955 0.2813 1.2 -0.6 -0.9 0.215
H -2.5970 -2.3945 -1.0884 -1.6 1.5 1.7 0.205
H -1.5769 -0.3705 -2.0944 -0.3 0.2 1.1 0.207
H -2.1486 1.2532 -1.9057 -0.4 -1.2 1.0 0.203
H -2.1193 -1.2811 1.8492 -0.2 -0.8 -0.4 0.209
H -1.4793 -2.7621 0.7901 -0.5 0.8 1.2 0.224
H 0.6541 0.5988 -1.7408 -1.1 1.4 2.2 0.186
H 0.0538 2.2584 -1.0696 0.3 -0.9 0.0 0.206
H 0.2445 0.2700 2.0180 -0.4 0.0 1.1 0.189
H 0.9107 -1.4712 1.8950 -0.3 -0.5 0.7 0.240
H -1.3400 1.1838 0.6515 -0.4 0.0 -0.3 0.199
H -0.0706 -1.2912 -0.4322 0.5 -1.4 -1.6 0.199
H 1.6894 3.3666 0.2671 -0.5 -0.3 1.3 0.219
H 0.6727 2.5727 1.6420 -2.0 0.6 0.5 0.181
H 2.3226 2.4239 1.7655 -0.3 0.1 -1.3 0.220
H 4.7335 0.2267 0.3766 -1.5 -0.3 -0.7 0.251
H 4.1540 0.6150 -1.4116 -0.4 -0.6 1.7 0.239
H 4.6703 -0.9312 -0.9691 0.6 -0.4 0.0 0.228
```
Forces are in eV/Å.

Values from the calculation:
Orbital gap: 9.14 eV
ΔE to the lowest compared entry with this formula, charge and spin: 38.84 kcal per mole
LUMO: 0.8 eV

***

Entry 4:
Density functional theory data (ωB97M-V/def2-TZVPD) for an isolated molecule of C23H31N3O5.

Geometry as XYZ:
```
62
Properties=species:S:1:pos:R:3:forces:R:3:nbo_charge:R:1
C -2.5459 -4.0305 -0.3198 0.3 0.3 0.1 -0.644
C -1.9678 -3.4911 0.9799 -0.3 -0.6 0.0 -0.069
H -2.7541 -3.0779 1.6152 0.1 0.0 0.0 0.187
H -1.4403 -4.2906 1.5126 -0.1 0.2 0.0 0.193
O -1.0592 -2.4077 0.7817 0.2 0.3 -0.1 -0.521
C 0.1820 -2.7404 0.3660 -0.1 -0.3 0.1 0.773
O 0.5115 -3.8744 0.1021 -0.1 0.1 0.0 -0.610
C 1.0600 -1.5813 0.3370 0.6 -0.1 -0.1 -0.051
C 2.4187 -1.5094 0.0678 -0.5 0.0 0.1 0.064
C 2.8004 -0.1593 0.2969 -0.4 -0.1 0.1 -0.278
C 1.6578 0.5327 0.7015 0.4 0.0 -0.1 0.247
N 0.6318 -0.3303 0.7150 0.0 0.2 0.1 -0.468
H -0.3269 -0.0901 0.9171 0.0 0.1 0.0 0.448
C 1.4819 1.9542 1.1168 0.0 0.2 0.0 -0.266
N 0.2529 2.4819 0.5535 0.0 0.0 0.2 -0.449
C 0.3823 2.7241 -0.8727 -0.1 -0.1 -0.1 -0.243
C -0.9297 3.3593 -1.3763 0.0 0.0 0.0 -0.229
N -2.0111 3.1518 -0.4429 0.0 0.3 -0.2 -0.448
C -2.6802 1.9317 -0.4217 -0.3 -0.2 0.0 0.241
C -3.8350 1.7877 0.3500 0.2 0.1 0.0 -0.255
C -4.5731 0.6184 0.3490 -0.1 -0.3 0.0 -0.307
C -4.1905 -0.4506 -0.4497 0.1 0.0 -0.1 0.333
C -3.0500 -0.3159 -1.2363 -0.3 -0.2 0.1 -0.248
C -2.3078 0.8449 -1.2187 0.0 0.1 0.1 -0.289
H -1.4287 0.8907 -1.8390 0.1 0.0 -0.1 0.213
H -2.7508 -1.1401 -1.8644 0.0 -0.1 -0.1 0.221
O -4.8535 -1.6475 -0.5409 0.3 0.1 -0.2 -0.523
C -6.0099 -1.8287 0.2343 -0.2 0.0 0.1 -0.251
H -6.3588 -2.8366 0.0137 0.0 0.1 0.1 0.199
H -6.7920 -1.1100 -0.0327 0.0 0.0 0.0 0.175
H -5.7953 -1.7480 1.3056 0.0 0.0 0.0 0.172
H -5.4569 0.5654 0.9657 -0.1 0.0 0.0 0.218
H -4.1869 2.6123 0.9512 0.0 0.1 0.0 0.209
C -1.7406 3.8336 0.8070 0.0 0.2 0.1 -0.208
C -0.2549 3.6702 1.2085 -0.1 0.0 0.0 -0.237
H 0.3251 4.5670 0.9300 0.0 0.0 0.0 0.163
H -0.1780 3.5452 2.2898 0.0 0.0 0.0 0.207
H -2.3747 3.4159 1.5864 0.0 0.1 0.0 0.208
H -1.9819 4.8977 0.6961 0.0 -0.1 0.1 0.190
H -1.2107 2.9733 -2.3560 0.0 0.1 0.0 0.217
H -0.8037 4.4430 -1.4700 0.0 -0.1 -0.1 0.199
H 1.2354 3.3912 -1.0917 0.0 -0.1 0.0 0.175
H 0.5786 1.7657 -1.3591 0.0 0.0 -0.1 0.203
H 1.4024 1.9888 2.2092 0.0 0.0 -0.1 0.215
H 2.3744 2.5268 0.8235 -0.2 -0.1 0.1 0.230
C 4.1200 0.4473 0.1469 0.0 0.4 0.1 0.800
O 4.3787 1.6085 0.3858 0.1 -0.1 0.0 -0.627
O 5.0430 -0.4180 -0.2948 -0.1 -0.3 0.0 -0.513
C 6.3618 0.0947 -0.4623 0.5 0.3 0.0 -0.069
C 7.2958 -1.0698 -0.7345 -0.4 0.2 0.1 -0.622
H 7.2846 -1.7627 0.1025 0.1 -0.1 0.1 0.212
H 8.3075 -0.7018 -0.8779 0.1 0.0 0.0 0.215
H 6.9796 -1.6011 -1.6281 0.0 -0.1 -0.1 0.212
H 6.6509 0.6378 0.4449 0.0 -0.1 -0.2 0.192
H 6.3624 0.8072 -1.2959 0.0 -0.1 0.2 0.183
C 3.2894 -2.6305 -0.3646 0.0 -0.3 0.0 -0.649
H 4.1248 -2.7444 0.3232 0.1 -0.1 0.0 0.224
H 3.7053 -2.4243 -1.3491 0.1 0.0 0.0 0.224
H 2.7140 -3.5502 -0.3981 0.1 0.0 0.0 0.249
H -3.1265 -3.2638 -0.8237 -0.1 0.0 0.0 0.223
H -1.7430 -4.3693 -0.9692 0.0 -0.1 0.0 0.226
H -3.1946 -4.8732 -0.0964 -0.1 -0.1 0.0 0.212
```
Forces are in eV/Å.

Values from the calculation:
Orbital gap: 8.13 eV
SMILES: CCOC(=O)c1[nH]c(CN2CCN(c3ccc(OC)cc3)CC2)c(C(=O)OCC)c1C
ΔE to the lowest compared entry with this formula, charge and spin: 51.15 kcal per mole
LUMO: 0.7 eV

***

Entry 5:
Density functional theory data (ωB97M-V/def2-TZVPD) for an isolated molecule of C3H7NO2 in a non-equilibrium geometry.

Geometry as XYZ:
```
13
Properties=species:S:1:pos:R:3:forces:R:3:nbo_charge:R:1
C -0.8810 -0.1151 2.0319 -0.2 0.0 0.3 -0.264
O -0.5702 0.4160 0.7330 0.0 0.0 -0.1 -0.481
C 0.4757 -0.1776 0.1874 0.4 -0.4 1.0 0.750
O 1.1496 -1.0211 0.7715 -0.5 0.6 1.4 -0.647
C 0.8566 -0.0504 -1.2423 0.7 -0.6 0.4 -0.389
N -0.0519 0.4540 -2.2714 0.1 -0.5 0.2 -0.827
H -1.8821 0.2390 2.2643 0.1 0.0 0.0 0.193
H -0.1586 0.2480 2.7658 -0.1 -0.1 -0.1 0.195
H -0.8420 -1.2075 2.0071 0.0 0.2 0.0 0.205
H 1.3178 -1.1201 -0.9221 -1.0 0.9 -3.7 0.306
H 1.8229 0.4421 -1.3452 -0.1 0.5 0.3 0.230
H -0.9380 -0.0344 -2.3117 0.1 -0.1 0.1 0.362
H -0.2772 1.4467 -2.1470 0.4 -0.6 0.1 0.368
```
Forces are in eV/Å.

Values from the calculation:
Orbital gap: 10.46 eV
SMILES: COC(=O)CN
ΔE to the lowest compared entry with this formula, charge and spin: 59.14 kcal per mole
LUMO: 0.8 eV

***

Entry 6:
Density functional theory data (ωB97M-V/def2-TZVPD) for a cluster of 2 separate species, C2H9N4O in total in a non-equilibrium geometry.

Geometry as XYZ:
```
16
Properties=species:S:1:pos:R:3:forces:R:3:nbo_charge:R:1
C 0.9653 1.2417 0.0562 0.9 -0.7 0.8 0.592
C 1.8472 -0.4207 1.5227 -0.5 -1.9 1.0 0.080
N 1.6801 0.9729 1.1286 -1.5 -0.2 -2.4 -0.583
N -3.2016 -0.6911 -0.9474 -0.3 2.7 0.5 -1.126
N 0.5001 0.8728 -0.9805 -1.6 0.8 0.1 -0.093
N -0.6296 0.6934 -1.6307 1.8 0.2 -2.5 -0.555
O 2.6411 -1.1688 0.6348 -1.1 0.8 0.6 -0.671
H 0.8027 -0.9575 1.4910 2.1 1.0 0.6 0.201
H -1.5672 0.7092 -1.2111 0.3 -0.4 0.0 0.449
H 2.3273 -0.2756 2.5565 -0.9 -0.9 -1.2 0.198
H 1.8362 1.6402 1.8343 0.3 1.3 0.5 0.441
H 3.5361 -0.8595 0.7253 0.9 0.0 -0.1 0.484
H -4.0602 -0.0914 -0.8690 1.4 -0.9 0.7 0.392
H -3.4732 -1.4351 -1.5179 0.0 -1.6 -0.7 0.384
H -2.7004 -0.9545 -0.0962 -1.1 -0.1 -0.3 0.378
H -0.5040 0.7242 -2.6965 -0.5 -0.2 2.5 0.430
```
Forces are in eV/Å.

Values from the calculation:
Orbital gap: 9.35 eV
Net charge: +1
ΔE to the lowest compared entry with this formula, charge and spin: 110.80 kcal per mole
LUMO: -4.3 eV